Record 1
DFT (ωB97M-V/def2-TZVPD) results for a structure of composition CH7N6O3.

Calculated values
E_tot, hartree: -596.03130
Strongest force on any atom, eV/A: 4.94
Relative energy (zero: lowest compared OMol25 entry of this formula, charge and spin), kcal per mole: 21.83
Lowest unoccupied orbital energy, eV: -3.792
Orbital gap, eV: 9.268
Multiplicity: 1
Total charge: +1

Geometry as XYZ:
```
17
Properties=species:S:1:pos:R:3:nbo_charge:R:1
C -0.69219 1.74218 0.91949 0.899
N 1.52757 -0.94278 -0.30820 -0.622
N 0.39376 2.13184 0.55758 -0.424
N 0.19208 -1.12905 -0.76547 -0.337
N -0.75751 -0.51582 -0.09047 -0.234
N -1.86607 -1.13894 -0.04783 0.560
N 1.43088 1.61386 -0.32870 -0.578
O -2.74387 -0.54088 0.76562 -0.471
O -1.67033 1.61682 1.50814 -0.486
O -2.11467 -2.15919 -0.65866 -0.390
H 2.19583 -1.34337 -1.02699 0.439
H 1.60404 -1.36623 0.69520 0.409
H 1.65829 0.38695 -0.21195 0.414
H -0.05927 -2.01379 -1.24705 0.420
H 2.23032 2.06378 0.05648 0.455
H -2.34872 0.02217 1.39511 0.508
H 1.01985 1.57244 -1.21229 0.437
```

Record 2
DFT (ωB97M-V/def2-TZVPD) results for an isolated molecule of CH4N2.

Calculated values
E_tot, hartree: -149.95977
Strongest force on any atom, eV/A: 2.46
Relative energy (zero: lowest compared OMol25 entry of this formula, charge and spin), kcal per mole: 52.33
Lowest unoccupied orbital energy, eV: 0.948
Orbital gap, eV: 10.419
Multiplicity: 1
SMILES string: [H]/N=C/N

Geometry as XYZ:
```
7
Properties=species:S:1:pos:R:3:nbo_charge:R:1
N -1.03473 0.21106 0.27109 -0.879
C 0.32236 -0.01346 -0.12162 0.311
N 0.66640 -0.38018 -1.27240 -0.642
H -1.28347 -0.30878 1.10395 0.376
H -1.14415 1.18507 0.55012 0.364
H 1.01748 0.32916 0.66844 0.109
H 1.45610 -1.02288 -1.19958 0.361
```

Record 3
DFT (ωB97M-V/def2-TZVPD) results for a structure of composition C29H46FeP2Te.

Calculated values
E_tot, hartree: -3346.70283
Strongest force on any atom, eV/A: 2.49
Relative energy (zero: lowest compared OMol25 entry of this formula, charge and spin), kcal per mole: 0.00
Lowest unoccupied orbital energy (alpha / beta), eV: -2.479 / -5.091
Orbital gap (alpha / beta), eV: 7.209 / 5.469
Multiplicity: 6
Total charge: +1

Geometry as XYZ:
```
79
Properties=species:S:1:pos:R:3:mulliken_spin:R:1
Fe 0.27890 -0.64273 1.18757 3.592
C -1.87312 -1.10403 2.72008 0.101
C -1.44511 -2.13059 1.82025 0.046
C 0.34794 -1.55651 3.17725 0.110
C -0.79242 -0.74685 3.53822 0.110
C -0.06861 -2.46159 2.12544 -0.035
C -3.27544 -0.64798 2.91566 0.003
H -3.88172 -0.77423 2.01462 -0.001
H -3.33360 0.40618 3.20250 0.001
H -3.76953 -1.21847 3.71568 0.005
C -0.85033 0.15635 4.71786 -0.024
H -1.65164 0.90338 4.61954 0.004
H 0.08370 0.71248 4.85836 0.004
H -1.04605 -0.40349 5.64695 0.013
C 1.57878 -1.71896 3.99149 0.055
H 1.36613 -2.27570 4.91825 -0.002
H 2.00297 -0.74919 4.27282 -0.005
H 2.34576 -2.28137 3.44628 -0.004
C 0.73334 -3.58137 1.57611 0.045
H 0.82021 -4.39347 2.30758 0.003
H 1.75447 -3.26276 1.33530 -0.005
H 0.27867 -3.99070 0.66864 0.003
C -2.34306 -2.98886 1.00416 0.026
H -2.61936 -3.89831 1.56259 0.006
H -1.86209 -3.33206 0.08171 0.002
H -3.28350 -2.49223 0.73447 0.000
C -0.91071 1.81101 -0.00670 0.024
C -2.00136 1.04746 0.12845 0.056
C -2.57637 0.07107 -0.83916 -0.007
C -1.60759 -0.87368 -1.61711 0.042
C -0.32671 -1.28450 -0.98371 0.010
C 0.86755 -0.54689 -0.94141 0.036
C 1.07027 0.82258 -1.50770 -0.005
C 0.02373 1.96311 -1.16285 0.002
H -3.16027 0.63870 -1.58579 0.003
H -1.43978 -0.42003 -2.62058 0.006
H -3.30160 -0.56808 -0.30293 -0.007
H -0.53320 2.17624 -2.09723 0.011
H -0.61479 2.39988 0.88413 -0.019
H -2.52227 1.08311 1.10339 0.007
H 0.64810 2.85338 -0.97964 -0.003
H 2.07335 1.17278 -1.21080 0.001
H 1.79852 -1.10399 -0.78411 0.013
H 1.09765 0.74470 -2.61861 0.000
H -2.17479 -1.79422 -1.83636 0.000
H -0.22360 -2.36587 -0.83651 -0.001
P -0.81614 1.03057 -4.14339 0.001
C -0.88490 2.82031 -4.49681 0.000
C -2.00898 0.36246 -5.35486 0.000
P 1.55344 -0.99516 -4.66084 0.000
C 0.81315 0.69656 -4.93296 0.000
C 0.83062 -1.86423 -6.14197 0.000
C 3.11864 -0.50463 -5.51299 0.000
H -0.01690 3.31921 -4.05146 0.000
H -1.79339 3.24338 -4.05519 0.000
H -0.88692 2.97075 -5.58351 0.000
H -1.91086 0.90445 -6.30641 0.000
H -3.02146 0.50928 -4.94895 0.000
H -1.85941 -0.71187 -5.50542 0.000
H 2.90273 -0.14561 -6.52952 0.000
H 3.79519 -1.36324 -5.55278 0.000
H 3.58847 0.29531 -4.93083 0.000
H 1.53581 1.42728 -4.53324 0.000
H 0.67561 0.86754 -6.01318 0.000
H 1.34959 -2.82964 -6.24156 0.000
H 0.98426 -1.27932 -7.06404 0.000
H -0.23472 -2.07320 -5.99226 0.000
Te 1.79498 1.31188 1.84389 0.766
C 1.96075 1.98448 3.82197 0.003
C 3.01052 1.46451 4.61892 0.022
C 3.22009 1.96867 5.90889 0.002
C 2.43836 3.02398 6.39178 0.006
C 1.43393 3.57429 5.58669 -0.001
C 1.19053 3.07290 4.30128 -0.006
H 3.66580 0.69500 4.20386 -0.009
H 4.00400 1.52779 6.52570 0.000
H 2.61262 3.41205 7.39824 0.000
H 0.83215 4.40825 5.95508 -0.001
H 0.44103 3.52236 3.65178 -0.006
```